{"formula": "C5H14N2", "method": "ωB97M-V/def2-TZVPD", "lumo_ha": 0.041, "smiles": "CNC[C@H](C)NC", "de_lowest_kj_mol": 132.71, "elements": ["N", "N", "C", "C", "C", "C", "C", "H", "H", "H", "H", "H", "H", "H", "H", "H", "H", "H", "H", "H", "H"], "coordinates": [[0.04808, -1.04214, -1.45416], [-0.96699, 0.78727, 0.60200], [0.43424, 0.63346, 0.25190], [-0.06099, -2.46096, -1.88954], [1.42992, 0.91909, 1.39338], [0.60651, -0.85738, -0.08975], [-1.61183, 2.09879, 0.60689], [-1.07747, 2.76109, -0.07860], [0.13404, -1.55477, 0.60676], [1.71194, 0.05667, 2.00335], [0.65139, 1.24490, -0.62020], [-0.59126, -3.16807, -1.24622], [-0.92522, -0.78876, -1.30978], [1.20988, 1.77435, 2.02916], [1.66043, -1.14182, -0.19989], [0.96369, -2.80174, -2.02097], [-0.67615, -2.40528, -2.78710], [-1.67150, 2.60132, 1.57440], [-2.60935, 1.92776, 0.18890], [2.42097, 1.04921, 0.92412], [-1.08033, 0.36699, 1.51535]], "lowdin_charge": [-0.13, -0.11, -0.40, -0.14, -0.07, -0.23, -0.12, 0.08, 0.12, 0.07, 0.14, 0.07, 0.08, 0.07, 0.12, 0.07, 0.07, 0.07, 0.07, 0.08, 0.11]}

{"formula": "C4H5NO", "method": "ωB97M-V/def2-TZVPD", "lumo_ha": 0.038, "de_lowest_kj_mol": 506.75, "elements": ["O", "N", "C", "C", "C", "C", "H", "H", "H", "H", "H"], "coordinates": [[-2.83610, 0.43848, -0.22448], [-1.74118, 0.01844, 0.12840], [0.42650, 0.59795, -0.51478], [-0.54732, 0.68685, 0.64930], [-1.17869, -1.12087, -0.03095], [0.15231, -0.62376, 0.34285], [-0.02624, 0.72361, -1.43502], [1.38071, 1.15996, -0.68574], [-0.36879, 1.44128, 1.38794], [1.01688, -1.14436, 0.93062], [-1.47805, -1.92899, -0.52766]], "lowdin_charge": [-0.01, -0.27, -0.05, -0.11, 0.00, -0.16, 0.08, 0.12, 0.14, 0.17, 0.09]}

{"formula": "CH3N2O3S", "method": "ωB97M-V/def2-TZVPD", "lumo_ha": 0.132, "total_charge": -1, "smiles": "O=C([O-])NNSO", "de_lowest_kj_mol": 122.25, "elements": ["S", "O", "O", "O", "N", "N", "C", "H", "H", "H"], "coordinates": [[-1.83994, 0.10015, 0.83010], [0.88460, 1.57106, -0.31025], [2.51111, 0.60756, 0.89543], [-1.81931, 1.39595, -0.21327], [-0.43755, -1.08435, -0.02736], [0.86060, -0.73347, 0.22976], [1.48942, 0.64490, 0.22818], [1.24883, -1.08769, 1.12659], [-0.51049, -0.89677, -1.03723], [-0.85330, 1.67256, -0.36712]], "lowdin_charge": [0.71, -0.05, -0.04, -0.60, -0.27, -0.12, -0.78, 0.11, 0.05, 0.00]}

{"formula": "C38H105N7O14", "method": "ωB97M-V/def2-TZVPD", "lumo_ha": 0.016, "smiles": "COC[C@H](C)N.COC[C@H](C)N.COC[C@H](C)N.COC[C@H](C)N.COCCNCCOC.COCCNCCOC.COCCNCCOC.CO.CO.CO.CO", "de_lowest_kj_mol": 75.51, "elements": ["O", "O", "O", "O", "O", "O", "O", "O", "O", "O", "O", "O", "O", "O", "N", "N", "N", "N", "N", "N", "N", "C", "C", "C", "C", "C", "C", "C", "C", "C", "C", "C", "C", "C", "C", "C", "C", "C", "C", "C", "C", "C", "C", "C", "C", "C", "C", "C", "C", "C", "C", "C", "C", "C", "C", "C", "C", "C", "C", "H", "H", "H", "H", "H", "H", "H", "H", "H", "H", "H", "H", "H", "H", "H", "H", "H", "H", "H", "H", "H", "H", "H", "H", "H", "H", "H", "H", "H", "H", "H", "H", "H", "H", "H", "H", "H", "H", "H", "H", "H", "H", "H", "H", "H", "H", "H", "H", "H", "H", "H", "H", "H", "H", "H", "H", "H", "H", "H", "H", "H", "H", "H", "H", "H", "H", "H", "H", "H", "H", "H", "H", "H", "H", "H", "H", "H", "H", "H", "H", "H", "H", "H", "H", "H", "H", "H", "H", "H", "H", "H", "H", "H", "H", "H", "H", "H", "H", "H", "H", "H", "H", "H", "H", "H"], "coordinates": [[1.03875, -0.36063, -18.56379], [-6.73750, 3.68679, -16.15446], [-4.57464, 7.40619, -13.50906], [4.38019, 5.94599, -17.18020], [7.28671, 6.65131, -10.33998], [-5.22143, 7.59821, -18.17121], [-8.15612, 4.88707, -20.82696], [-1.50583, 5.34729, -16.45662], [-1.01145, 2.89371, -15.69790], [0.56462, 5.40059, -20.80225], [-10.66707, 9.54064, -12.39454], [1.46030, 8.69326, -17.79325], [-0.56701, 12.12959, -21.31761], [3.74155, 2.27453, -13.77283], [-7.99055, 8.71840, -13.47025], [5.75928, 5.21064, -12.75110], [0.49969, 10.90214, -19.10296], [-7.58046, 2.42989, -19.45473], [0.10842, -2.96725, -17.86172], [1.73622, 5.73828, -18.26521], [-5.51680, 6.28418, -20.61593], [-9.26366, 8.08384, -13.81560], [5.14677, 4.76213, -17.23676], [-10.47015, 8.97231, -13.65608], [-1.77545, 2.62054, -14.55661], [-4.27663, 6.34146, -19.93138], [-2.64937, 6.11946, -16.16433], [2.39896, 1.92293, -14.06391], [1.21249, 0.83217, -19.19614], [-5.37810, 8.71419, -17.30516], [-5.63486, 8.31207, -13.32976], [-4.20237, 7.67869, -19.10967], [-0.15734, 4.15855, -20.77224], [-11.09759, 8.58040, -11.40075], [1.72644, 9.14600, -16.48677], [-5.92983, 4.74354, -15.58859], [-6.48397, 3.33887, -17.51392], [1.28995, 5.43433, -15.90699], [-5.72683, 4.88557, -21.03296], [7.84518, 6.63208, -9.07508], [-0.25514, -0.56543, -18.01893], [-7.51120, 0.98101, -17.58148], [0.60052, 10.32867, -20.42641], [-7.59556, 2.42739, -18.00680], [0.59213, 11.36951, -21.52240], [-9.35508, 5.19184, -21.46175], [-0.50440, 9.25982, -20.54729], [3.99042, 3.57253, -13.30714], [7.60076, 5.44716, -11.06398], [-0.65420, 5.86392, -17.40960], [7.14654, 5.57233, -12.51637], [-6.98129, 7.66411, -13.64549], [0.72084, -1.75145, -15.90345], [0.73401, 5.16080, -17.30954], [-3.26060, 7.83377, -13.06322], [5.46196, 3.77003, -12.91022], [-0.79123, 13.13376, -22.28627], [-7.04858, 4.68235, -21.75351], [-0.27486, -1.81613, -17.06509], [-3.44985, 6.17563, -20.62206], [-10.39215, 7.77991, -11.17789], [4.82009, 4.16432, -18.08765], [-0.92257, -0.67829, -18.87327], [0.98723, -2.75609, -18.31248], [-6.26309, 5.04044, -14.59415], [1.13897, 9.46849, -18.25947], [8.88971, 6.32228, -9.10786], [-4.87897, 4.45422, -15.59756], [0.53920, 10.91075, -22.50973], [-0.51051, 8.86120, -21.56177], [-6.42810, 4.27372, -18.07164], [1.66827, 1.48790, -18.45427], [-0.34716, 3.74760, -21.76380], [-7.80789, 9.45853, -14.13279], [4.62941, 6.34197, -16.34193], [8.67733, 5.28488, -11.11640], [3.23203, 3.84703, -12.57394], [-3.21728, 8.91942, -13.15037], [3.77007, 4.23252, -14.14616], [-6.09125, 5.65909, -16.15764], [-0.33007, 11.47061, -19.19486], [-8.25919, 0.39354, -18.11392], [2.68185, 5.54863, -17.96534], [4.91291, 4.14736, -16.36758], [-9.17110, 7.91690, -14.88874], [5.99151, 3.30959, -13.74430], [-2.54806, 3.37339, -14.40051], [-3.01282, 7.50487, -12.05399], [-7.02142, 7.22573, -14.64265], [2.50323, 8.49456, -16.08638], [-0.55683, 0.33295, -17.48041], [-0.54209, 6.94497, -17.32679], [1.67259, -1.42124, -16.31966], [0.60458, 4.08299, -17.40801], [-4.37542, 8.53060, -19.76725], [7.36948, 5.84096, -8.49546], [-5.61541, 4.32973, -20.10198], [2.25464, 0.84510, -14.13852], [1.48865, 11.98866, -21.55415], [1.29641, 11.51482, -19.00302], [-7.72637, 0.90788, -16.51543], [-7.09098, 3.70567, -22.23561], [0.62761, 5.08766, -15.11376], [-1.26638, 2.51852, -13.59820], [0.83092, 9.14534, -15.86535], [-2.43831, 7.13987, -15.84445], [-1.12078, 4.32129, -20.28913], [-10.03019, 5.22364, -20.60659], [-11.99460, 8.06663, -11.74646], [1.93418, 2.36996, -14.94268], [-0.93795, 12.65693, -23.25541], [0.42763, -0.99294, -15.17766], [-6.29724, 8.50416, -16.75819], [-5.63076, 8.50153, -12.25636], [-0.50458, -3.08395, -18.65590], [-7.13976, 5.36796, -22.59597], [7.82537, 7.58913, -8.55376], [-8.55618, 2.89986, -17.80165], [-4.58376, 8.75488, -16.55985], [-9.44027, 6.21833, -21.81835], [-8.36090, 1.88323, -19.78965], [1.36448, 6.51760, -15.81167], [-1.07005, 5.69955, -18.40365], [0.92235, -2.72143, -15.44886], [2.28473, 4.99888, -15.81262], [-10.26586, 9.82748, -14.30033], [-11.38861, 8.50763, -14.01466], [-3.30175, 6.20920, -17.03292], [7.78721, 4.94480, -13.13593], [-1.21092, 3.79945, -15.94580], [-0.41450, 8.48364, -19.78731], [5.72582, 3.26409, -11.98151], [-1.28593, -2.05417, -16.73467], [-7.20203, 6.84486, -12.96124], [-2.45266, 7.52090, -13.72463], [-4.91707, 4.51725, -21.66283], [-2.21550, 1.63750, -14.72424], [-9.37565, 7.10798, -13.34310], [-6.25203, 6.48438, -19.95301], [-11.35145, 9.09584, -10.47448], [7.27802, 4.54084, -10.55163], [6.17963, 5.03358, -17.45497], [-6.54948, 0.52345, -17.81349], [1.60544, 9.90798, -20.46163], [1.94986, 0.74161, -19.99376], [-5.48278, 9.64952, -17.85498], [-4.21662, 5.58264, -19.15119], [1.66458, 6.72287, -18.05180], [0.05525, 13.82044, -22.28010], [-3.19395, 7.77605, -18.70753], [5.21795, 5.73550, -12.07910], [-5.49514, 2.88378, -17.57058], [-9.64754, 4.46604, -22.22055], [-1.41956, 9.77637, -20.25790], [-7.87796, 3.31707, -19.83488], [0.92542, 5.49045, -19.91718], [1.82091, 2.34259, -13.24060], [2.12664, 10.15981, -16.47565], [-5.52772, 9.25581, -13.86452], [-3.09497, 5.64415, -15.29048], [-1.65742, 13.75948, -22.07116], [0.42283, 3.48252, -20.14418], [0.30654, 1.18627, -19.68803], [7.30746, 6.59245, -12.86504]], "lowdin_charge": [-0.20, -0.19, -0.21, -0.15, -0.18, -0.21, -0.24, -0.21, -0.13, -0.16, -0.18, -0.16, -0.20, -0.19, -0.05, -0.08, 0.04, 0.03, 0.01, 0.07, -0.05, -0.23, -0.13, -0.25, -0.16, -0.22, -0.06, -0.09, -0.14, -0.08, -0.23, -0.23, -0.15, -0.09, -0.16, -0.07, -0.19, -0.04, -0.20, -0.15, -0.17, -0.06, -0.43, -0.44, -0.22, -0.12, -0.02, -0.24, -0.21, -0.19, -0.21, -0.22, -0.06, -0.34, -0.07, -0.17, -0.09, -0.18, -0.40, 0.12, 0.08, 0.08, 0.12, 0.07, 0.08, -0.01, 0.08, 0.07, 0.13, 0.09, 0.11, 0.09, 0.08, 0.11, 0.08, 0.11, 0.12, 0.08, 0.09, 0.07, 0.09, 0.07, 0.04, 0.07, 0.11, 0.12, 0.07, 0.09, 0.09, 0.07, 0.11, 0.12, 0.07, 0.12, 0.12, 0.09, 0.09, 0.08, 0.13, 0.10, 0.08, 0.12, 0.08, 0.07, 0.08, 0.08, 0.06, 0.09, 0.08, 0.07, 0.09, 0.07, 0.08, 0.12, 0.07, 0.12, 0.09, 0.14, 0.08, 0.09, 0.07, 0.06, 0.11, 0.08, 0.06, 0.12, 0.12, 0.08, 0.12, 0.00, 0.06, 0.11, 0.13, 0.12, 0.06, 0.13, 0.08, 0.12, 0.10, 0.09, 0.12, 0.08, 0.08, 0.14, 0.09, 0.09, 0.10, 0.04, 0.09, 0.10, 0.11, 0.13, 0.09, 0.08, 0.03, -0.02, 0.08, 0.08, 0.12, 0.08, 0.09, 0.06, 0.08, 0.12]}

The HOMO results, record by record, are as follows: -8.61; -8.47; -4.34; -8.69 eV.
The Kohn-Sham gap results, record by record, are as follows: 9.73; 9.49; 7.93; 9.13 eV.